Entry 1:
ORCA calculation (ωB97M-V/def2-TZVPD) on a cluster of 3 separate species, C16H29N5O4 in total.

Each line ends with the Mulliken charge.
Geometry (Å):
C  -4.881  -2.108  0.687  -1.22
C  -3.402  -1.825  0.319  -0.32
C  -2.387  -2.198  1.381  0.39
C  -2.552  -3.183  2.335  -0.68
C  -1.581  -3.436  3.278  0.82
N  -1.759  -4.479  4.236  -0.69
C  -0.409  -2.709  3.330  -0.86
C  -0.251  -1.730  2.397  0.19
C  -1.220  -1.483  1.434  0.82
C  -0.706  -0.351  0.560  -0.34
O  -0.981  -0.057  -0.577  -0.61
N  0.270  0.277  1.386  0.32
C  0.017  1.604  1.927  -1.56
C  -1.062  1.656  3.019  0.82
N  -2.376  1.241  2.559  -0.39
N  -0.680  0.958  4.263  -0.61
N  -1.182  3.093  3.368  -0.75
C  0.880  -0.718  2.178  -0.15
O  2.026  -0.798  2.546  -0.57
H  -4.993  -2.748  1.562  0.32
H  -5.405  -1.179  0.918  0.32
H  -5.373  -2.569  -0.171  0.29
H  -3.317  -0.741  0.202  0.21
H  -3.128  -2.228  -0.658  0.46
H  -3.467  -3.764  2.346  0.27
H  -2.715  -4.806  4.140  0.26
H  -1.688  -4.052  5.155  0.25
H  0.361  -2.887  4.071  0.50
H  0.936  2.079  2.282  0.55
H  -0.340  2.227  1.102  0.33
H  -2.766  0.587  3.226  0.21
H  -2.997  2.035  2.483  0.30
H  -1.058  0.018  4.293  0.19
H  0.330  0.952  4.336  0.35
H  -1.891  3.113  4.092  0.30
H  -0.307  3.435  3.747  0.26
C  0.513  2.525  -3.506  -0.96
C  1.768  1.673  -3.515  -0.07
O  2.506  1.848  -2.309  -0.52
H  0.768  3.579  -3.388  0.29
H  -0.053  2.401  -4.431  0.33
H  -0.128  2.251  -2.664  0.21
H  2.419  1.958  -4.341  0.19
H  1.517  0.612  -3.625  0.26
H  1.936  1.584  -1.579  0.28
C  5.439  1.672  -5.517  -0.95
C  5.261  0.704  -6.673  -0.21
O  6.068  -0.457  -6.499  -0.52
H  6.484  1.971  -5.428  0.31
H  4.828  2.565  -5.658  0.29
H  5.157  1.201  -4.572  0.28
H  5.561  1.168  -7.611  0.28
H  4.212  0.398  -6.759  0.24
H  5.799  -0.879  -5.677  0.30

Atomic forces in eV per Å
0.316 -0.031 -0.381
-0.557 0.509 0.645
-0.484 0.117 -1.058
-0.534 -0.089 -0.395
0.057 -1.046 1.059
-0.571 0.749 -0.260
0.812 0.188 0.199
0.653 0.608 -0.735
1.074 0.457 -0.703
-1.116 -0.592 0.650
0.148 0.201 0.895
1.262 0.730 -0.501
-0.133 0.454 -0.922
0.088 1.619 1.211
0.381 -0.764 0.114
-0.467 -0.238 -0.769
-0.095 -0.352 -0.797
-0.717 -1.208 0.750
-0.855 0.643 0.005
-0.033 -0.108 -0.176
0.049 -0.047 -0.056
-0.188 -0.045 0.233
0.139 -0.119 -0.149
0.013 -0.234 0.174
0.069 -0.036 0.078
0.114 -0.279 0.213
0.178 -0.376 0.122
-0.088 -0.181 0.009
0.045 -0.319 0.043
0.032 -0.060 0.069
-0.197 0.013 -0.139
0.103 0.065 -0.082
0.422 -0.154 0.005
-0.019 -0.326 0.216
0.239 0.260 0.233
-0.087 0.038 0.152
-0.039 0.047 -0.021
-0.241 -0.025 0.365
0.199 0.053 -0.137
0.057 -0.012 -0.073
-0.035 -0.003 0.032
-0.044 -0.098 -0.070
0.115 -0.008 0.094
-0.049 0.028 -0.169
0.006 -0.037 0.008
0.032 0.013 -0.008
-0.047 -0.156 0.383
0.078 0.056 -0.218
-0.010 0.032 -0.071
0.000 -0.003 0.050
-0.106 0.048 -0.012
0.057 -0.118 -0.032
-0.042 0.150 -0.083
0.018 -0.014 0.015

As for the frontier orbital gap: 8.951 eV. As for the HOMO energy: -0.3266 hartree. The total energy comes out at -32702.738 eV. As for the total charge: 0. Its SMILES is CCc1cc(N)cc2c1C(=O)N(CC(N)(N)N)C2=O.CCO.CCO.

Entry 2:
ORCA calculation (ωB97M-V/def2-TZVPD) on a structure of composition C13H27MnNP2.

Each line ends with the Löwdin spin population.
Geometry (Å):
Mn  -0.536  0.135  -1.358  3.84
H  3.962  0.660  0.205  0.00
H  4.339  0.246  -0.250  0.00
P  -0.023  2.351  -1.806  0.05
P  -0.118  -1.992  -1.882  0.05
C  -1.309  -2.967  -0.867  0.01
H  -1.235  -4.038  -1.099  0.00
H  -1.031  -2.797  0.185  0.00
H  -2.328  -2.591  -1.064  0.00
C  -0.337  -2.603  -3.599  0.00
H  0.466  -2.243  -4.256  0.00
H  -0.302  -3.696  -3.566  0.00
H  -1.296  -2.291  -4.039  0.00
C  1.503  -2.705  -1.386  0.03
H  1.665  -2.544  -0.309  0.00
H  1.538  -3.789  -1.573  0.01
H  2.314  -2.213  -1.947  0.00
C  -0.445  2.984  -3.482  0.00
H  -0.303  4.066  -3.467  0.00
H  0.220  2.549  -4.240  0.00
H  -1.482  2.760  -3.768  0.00
C  -1.046  3.306  -0.624  0.01
H  -0.676  3.106  0.393  0.00
H  -0.968  4.378  -0.839  0.00
H  -2.096  2.990  -0.699  0.00
C  1.664  3.001  -1.512  0.02
H  2.381  2.497  -2.175  0.00
H  1.707  4.088  -1.692  0.00
H  1.950  2.800  -0.470  0.00
H  0.019  0.162  -2.928  -0.07
H  -0.877  0.193  -2.960  -0.03
N  -0.756  -0.001  0.754  0.21
C  -0.715  -0.093  1.929  0.19
C  -0.600  -0.261  3.336  0.13
C  -1.780  -0.263  4.110  0.14
C  -1.718  -0.409  5.497  0.02
C  -0.471  -0.595  6.109  0.20
C  0.697  -0.704  5.344  0.01
C  0.638  -0.562  3.957  0.15
H  -2.745  -0.191  3.602  0.01
H  -2.643  -0.382  6.093  0.00
H  -0.413  -0.669  7.192  0.01
H  1.665  -0.926  5.823  0.00
H  1.520  -0.746  3.328  0.01

Atomic forces in eV per Å
-0.051 0.791 2.076
-0.423 0.444 0.502
0.412 -0.450 -0.503
0.704 0.984 0.276
0.965 -2.342 0.174
0.276 -0.127 -0.291
-0.160 0.219 0.082
-0.289 0.000 -0.338
0.382 -0.241 0.213
-0.077 -0.099 -0.003
-0.145 -0.018 0.277
-0.013 0.076 -0.133
0.268 -0.027 0.292
0.062 -0.414 -0.075
-0.097 0.070 -0.358
0.069 0.239 0.025
-0.321 -0.170 0.219
-0.008 0.099 0.174
-0.045 0.004 -0.151
-0.126 0.038 0.294
0.302 -0.008 0.229
0.107 0.377 -0.235
-0.183 -0.017 -0.338
-0.124 -0.079 0.149
0.311 0.089 0.074
0.026 0.452 -0.093
-0.230 0.126 0.185
0.088 -0.290 0.085
-0.102 0.023 -0.290
-0.315 0.037 -0.243
-1.010 0.076 -1.504
-0.408 0.251 -1.067
0.630 -0.353 2.124
-0.431 0.087 -2.798
-1.272 -0.057 1.564
-0.254 0.184 -1.250
0.119 0.028 0.951
0.269 0.001 -1.068
1.231 -0.399 0.912
0.290 0.113 0.237
0.514 -0.055 -0.327
0.007 -0.041 -0.172
-0.610 0.129 -0.273
-0.335 0.248 0.398

As for the frontier orbital gap (spin up / spin down): 3.898 / 7.420 eV. As for the expectation value of S²: 8.952. As for the HOMO energy (spin up / spin down): -0.1356 / -0.2626 hartree. Its spin multiplicity is 6. The total energy comes out at -65301.595 eV. As for the total charge: 0.

Entry 3:
ORCA calculation (ωB97M-V/def2-TZVPD) on the molecule C24H24FN3O2.

Each line ends with the Mulliken charge.
Geometry (Å):
O  -2.708  2.871  -1.258  -0.70
C  -1.512  2.713  -1.138  0.33
N  -0.944  1.703  -0.427  0.39
C  -1.548  0.620  0.217  0.39
C  -2.925  0.478  0.352  -0.32
C  -3.442  -0.625  1.002  -1.02
C  -2.599  -1.601  1.522  0.35
O  -3.185  -2.708  2.092  -0.48
C  -2.626  -3.295  3.187  0.62
C  -2.915  -4.639  3.418  -0.61
C  -2.407  -5.243  4.553  -0.31
C  -1.632  -4.483  5.417  -0.38
N  -1.368  -3.205  5.212  -0.60
C  -1.850  -2.621  4.132  -0.30
C  -1.222  -1.473  1.372  -0.38
C  -0.707  -0.366  0.731  -0.40
C  -0.531  3.649  -1.846  0.40
C  0.771  4.020  -1.125  -1.25
C  1.896  2.984  -1.214  -0.54
N  2.070  2.466  -2.556  0.17
C  3.187  1.534  -2.657  -1.90
C  3.000  0.273  -1.846  0.84
C  2.294  -0.807  -2.367  -0.33
C  2.016  -1.919  -1.593  -0.46
C  2.458  -1.944  -0.283  0.35
F  2.179  -3.018  0.485  -0.41
C  3.180  -0.898  0.261  -0.57
C  3.445  0.207  -0.529  -0.36
C  0.838  1.958  -3.131  -0.24
C  -0.188  3.080  -3.229  -1.48
H  0.065  1.675  -0.404  -0.52
H  -3.580  1.232  -0.053  0.55
H  -4.508  -0.745  1.113  0.46
H  -3.529  -5.176  2.712  0.42
H  -2.608  -6.282  4.760  0.37
H  -1.207  -4.909  6.316  0.37
H  -1.620  -1.570  4.018  0.52
H  -0.560  -2.240  1.746  0.65
H  0.364  -0.271  0.618  0.15
H  -1.107  4.568  -1.996  0.42
H  0.573  4.237  -0.073  0.34
H  1.134  4.938  -1.590  0.44
H  2.833  3.476  -0.931  0.38
H  1.741  2.171  -0.477  0.29
H  3.306  1.285  -3.715  0.53
H  4.084  2.063  -2.324  0.49
H  1.963  -0.783  -3.394  0.39
H  1.466  -2.757  -1.990  0.45
H  3.521  -0.954  1.283  0.43
H  4.016  1.026  -0.116  0.36
H  1.069  1.599  -4.138  0.49
H  0.418  1.111  -2.561  0.26
H  0.235  3.880  -3.840  0.47
H  -1.093  2.714  -3.716  0.48

Atomic forces in eV per Å
-0.321 -0.052 -0.038
0.359 0.397 -0.128
0.522 0.014 0.115
-0.284 -0.321 0.165
0.047 0.187 -0.106
0.190 -0.450 0.293
0.152 0.471 -0.288
-0.184 -0.140 -0.051
0.114 -0.383 0.485
0.072 0.367 -0.149
0.040 0.147 -0.020
-0.040 -0.312 0.076
0.248 0.093 0.334
-0.286 0.283 -0.449
-0.228 -0.179 0.037
-0.109 0.130 -0.052
-0.088 0.167 -0.158
0.031 -0.131 0.036
-0.023 0.133 0.078
0.004 0.152 -0.004
-0.004 0.004 -0.006
0.059 0.074 -0.029
0.124 0.045 0.128
-0.008 -0.154 0.198
0.057 0.124 -0.094
0.013 0.074 -0.051
-0.098 -0.236 0.085
-0.047 -0.092 -0.161
-0.146 0.152 -0.196
-0.022 -0.196 0.065
-0.213 0.080 -0.053
-0.019 0.016 -0.006
-0.122 -0.016 0.019
-0.053 -0.045 -0.079
-0.008 -0.082 0.032
-0.013 -0.132 0.059
-0.037 0.036 -0.104
0.066 -0.045 0.025
0.124 0.015 -0.033
0.022 -0.189 0.089
0.045 0.069 0.003
-0.012 0.012 0.028
-0.053 -0.105 0.113
0.100 0.115 -0.041
0.071 0.005 0.034
0.019 -0.059 -0.056
-0.055 0.015 -0.115
-0.060 -0.108 -0.015
0.028 -0.042 0.107
0.048 0.100 0.040
-0.028 -0.083 0.040
0.048 0.026 -0.121
-0.013 0.005 -0.044
-0.025 0.041 -0.036

As for the frontier orbital gap: 8.720 eV. As for the HOMO energy: -0.2968 hartree. For the relative energy (zero: lowest compared OMol25 entry of this formula, charge and spin), the calculation gives 113.8 kJ/mol. The total energy comes out at -36560.703 eV. As for the total charge: 0. Its SMILES is O=C(Nc1ccc(Oc2cccnc2)cc1)C1CCN(Cc2ccc(F)cc2)CC1.

Entry 4:
ORCA calculation (ωB97M-V/def2-TZVPD) on a structure of composition C2H6InO2.

Each line ends with the Mulliken charge.
Geometry (Å):
In  3.479  -0.162  0.791  1.07
C  -0.561  0.217  0.728  -0.18
C  -0.491  -0.164  -0.945  -0.10
O  0.565  -0.820  -1.255  -0.14
O  0.508  0.781  1.255  -0.17
H  -0.705  -0.825  1.176  0.35
H  -1.460  0.815  0.926  0.45
H  -0.456  0.895  -1.386  0.35
H  -1.405  -0.707  -1.218  0.43
H  0.336  -1.630  -1.798  0.48
H  0.189  1.602  1.727  0.45

Atomic forces in eV per Å
1.010 -0.088 0.111
-0.379 2.204 4.486
-1.047 -2.039 -3.560
0.443 0.064 -0.804
-1.502 -0.476 0.014
0.510 -0.477 -1.539
-0.213 0.005 -0.926
0.208 0.462 1.509
-0.402 0.335 0.527
0.496 -0.296 0.542
0.874 0.307 -0.360

As for the frontier orbital gap: 4.410 eV. As for the HOMO energy: -0.8953 hartree. For the relative energy (zero: lowest compared OMol25 entry of this formula, charge and spin), the calculation gives 6.0 kJ/mol. The total energy comes out at -11399.086 eV. As for the total charge: +3.

Entry 5:
ORCA calculation (ωB97M-V/def2-TZVPD) on the molecule C3H8.

Each line ends with the Mulliken charge.
Geometry (Å):
C  -1.336  -0.235  0.005  -0.91
C  0.048  0.494  0.034  -0.28
C  1.340  -0.227  0.051  -1.06
H  -1.789  -0.676  0.966  0.26
H  -2.179  0.541  -0.360  0.24
H  -1.033  -1.083  -0.671  0.25
H  0.064  1.101  -0.860  0.27
H  -0.048  1.249  0.821  0.32
H  2.011  0.603  -0.190  0.28
H  1.429  -1.074  -0.721  0.27
H  1.492  -0.694  0.924  0.37

Atomic forces in eV per Å
-0.517 0.108 -0.169
-2.817 1.241 0.423
-0.309 0.076 -3.784
1.233 0.665 -1.176
1.965 -2.087 0.292
-1.599 0.569 0.186
-0.238 0.183 -0.480
0.620 -0.059 0.241
0.816 -0.783 0.300
-0.246 1.472 0.672
1.093 -1.383 3.495

As for the frontier orbital gap: 12.082 eV. As for the HOMO energy: -0.3985 hartree. For the relative energy (zero: lowest compared OMol25 entry of this formula, charge and spin), the calculation gives 101.8 kJ/mol. The total energy comes out at -3239.697 eV. As for the total charge: 0. Its SMILES is CCC.

Entry 6:
ORCA calculation (ωB97M-V/def2-TZVPD) on a cluster of 2 separate species, C4H5N2P in total.

Each line ends with the Löwdin spin population.
Geometry (Å):
C  -1.699  0.209  -1.030  0.08
C  -0.774  -1.261  0.322  0.04
C  -0.440  0.563  -0.683  0.72
C  2.692  1.100  0.738  0.13
N  0.076  -0.271  0.173  0.16
N  -1.907  -1.018  -0.376  0.01
P  2.143  2.430  -0.019  0.81
H  -2.329  0.682  -1.784  0.00
H  -0.738  -2.193  0.817  0.00
H  3.314  1.144  1.651  0.02
H  2.473  0.016  0.490  0.02
H  -2.811  -1.401  -0.298  0.00

Atomic forces in eV per Å
-0.468 0.100 -0.848
-1.050 0.421 -0.255
-0.826 0.297 0.013
0.537 -1.861 0.775
1.343 -1.475 0.626
0.632 2.278 -1.299
0.093 0.363 -0.222
-0.157 -0.523 0.595
0.708 -0.465 0.901
-0.235 0.257 -0.406
0.143 1.564 -0.035
-0.722 -0.955 0.154

As for the frontier orbital gap (spin up / spin down): 8.180 / 7.886 eV. As for the expectation value of S²: 2.017. As for the HOMO energy (spin up / spin down): -0.2708 / -0.3315 hartree. Its spin multiplicity is 3. For the relative energy (zero: lowest compared OMol25 entry of this formula, charge and spin), the calculation gives 93.2 kJ/mol. The total energy comes out at -16492.508 eV. As for the total charge: 0.